Here is an isolated molecule of C4H5NO from the OMol25 dataset. Energies are from ωB97M-V/def2-TZVPD.

Last column: natural (NBO) charge in e.
CARTESIAN COORDINATES (ANGSTROEM)
N (1.83, -0.20, -0.35)  -0.802
C (0.48, 0.00, -0.05)  0.071
C (-0.59, -0.94, -0.26)  -0.346
C (-1.70, -0.23, 0.06)  0.102
O (-1.43, 0.99, 0.55)  -0.400
C (-0.10, 1.15, 0.40)  -0.004
H (2.42, 0.45, 0.16)  0.374
H (2.14, -1.15, -0.18)  0.373
H (-0.54, -1.96, -0.63)  0.233
H (-2.71, -0.21, -0.31)  0.202
H (0.22, 2.15, 0.59)  0.199

As for the largest force on an atom: 1.38 eV/Å. Its energy relative to the best compared isomer or geometry (same formula, charge and spin) is 26.99 kcal per mole. The calculated total energy is -7765.356 eV. As for the spin multiplicity: 1. The value obtained for the orbital gap is 9.048 eV. The SMILES is Nc1ccoc1.